The following is a DFT calculation (ωB97M-V with the def2-TZVPD basis set) of an isolated molecule of C17H20BNO.

Atoms and positions in Å:
O1 2.08593 -0.09803 0.08749
C1 -1.21139 1.74299 3.09695
C2 -0.33654 2.92456 -3.45394
C3 -0.01431 1.10570 3.14336
C4 -1.96717 1.72063 1.96831
C5 -0.87565 1.61961 -3.49883
C6 0.43491 3.28839 -2.38461
C7 0.49469 0.52494 2.04547
C8 -1.43680 1.12820 0.85271
C9 -0.46485 0.65603 -2.58360
C10 0.82601 2.31421 -1.44957
C11 -0.19894 0.54288 0.88210
C12 0.37135 0.98063 -1.59559
B1 0.57511 0.02456 -0.38573
C13 -0.92987 -2.72153 1.05937
C14 2.54724 -1.45776 0.20756
C15 0.66022 -2.86737 1.28502
C16 -1.12970 -1.98084 -0.26712
C17 1.30371 -2.36365 -0.00434
N1 0.26934 -1.51496 -0.73374
H1 -1.47634 2.30062 3.97385
H2 -0.69699 3.67325 -4.10703
H3 0.48433 1.14516 4.05418
H4 -3.01362 2.06098 1.94658
H5 -1.56814 1.37437 -4.25978
H6 0.89525 4.26955 -2.35493
H7 1.35466 -0.07217 2.13711
H8 -1.89304 1.22275 -0.13396
H9 -0.78108 -0.37759 -2.69725
H10 1.38033 2.71654 -0.65648
H11 -1.40524 -2.11243 1.85959
H12 -1.37905 -3.76383 1.14938
H13 3.32855 -1.74856 -0.52255
H14 2.99369 -1.61111 1.23163
H15 1.00797 -2.22521 2.12643
H16 1.06488 -3.81761 1.47609
H17 -1.84153 -1.16847 -0.15971
H18 -1.48735 -2.67486 -0.98417
H19 1.58271 -3.23191 -0.59444
H20 0.44673 -1.52868 -1.75582

Output
Orbital gap   8.7676 eV
E_HOMO   -8.370 eV
Energy relative to the best compared isomer or geometry (same formula, charge and spin)   1.4 kcal per mole
Multiplicity   1



The following is a DFT calculation (ωB97M-V with the def2-TZVPD basis set) of a structure of composition C51H66BN10Re.

Atoms and positions in Å:
Re1 0.36965 -0.64611 0.78411
C1 5.48001 -2.97048 3.70304
C2 4.26997 -3.82772 3.32914
C3 3.48578 -3.24131 2.19873
C4 3.61886 -3.47564 0.87684
C5 4.52657 -4.45275 0.20457
C6 3.79755 -5.73847 -0.19223
C7 2.66492 -2.60882 0.16002
C8 2.53334 -2.45209 -1.17220
C9 1.60409 -1.51725 -1.86539
C10 0.56528 -2.03314 -2.99789
C11 0.78233 -3.49104 -3.36887
C12 1.99831 -3.72010 -4.26466
C13 -0.40430 -0.22535 -3.84007
C14 -0.52527 0.55189 -2.46894
C15 -1.14854 1.92413 -2.41670
C16 -1.41425 2.78744 -1.43771
N1 -0.96947 0.72921 0.52634
C17 -1.28691 1.95847 1.05845
C18 -0.94079 2.08624 2.51432
C19 -0.20294 1.18935 3.20659
N2 0.41751 0.00268 2.73453
C20 1.19523 -0.51153 3.70837
C21 2.07199 -1.58558 3.56798
C22 2.44206 -2.21383 2.36279
N3 1.94610 -1.91391 1.16164
C23 1.00415 0.28704 4.93544
C24 0.17593 1.30415 4.63364
C25 -0.26244 2.43229 5.50984
C26 0.58708 3.69104 5.31588
C27 1.70399 0.00046 6.22504
C28 3.15888 0.47567 6.22247
C29 -2.44935 3.98107 0.02226
C30 -2.50759 3.82211 -1.48469
C31 -2.83385 4.74744 -2.61906
C32 -1.62015 5.53645 -3.09788
C33 -2.79331 5.15731 0.89815
C34 -1.82210 6.33318 0.86067
N4 0.91913 -0.62767 -0.98288
C35 -1.08228 0.31272 -5.06993
C36 -0.31954 1.47610 -5.69700
H1 6.04283 -3.41993 4.52065
H2 5.17161 -1.97039 4.01330
H3 6.15266 -2.85546 2.85194
H4 3.61769 -3.94292 4.19828
H5 4.59273 -4.83532 3.06134
H6 5.36036 -4.68604 0.86835
H7 4.96811 -3.98917 -0.68164
H8 3.38805 -6.23784 0.68674
H9 4.47547 -6.43056 -0.69068
H10 2.96766 -5.52775 -0.86906
H11 3.16233 -3.08050 -1.78979
H12 -0.09640 -3.89257 -3.87139
H13 0.87991 -4.07196 -2.44564
H14 1.82223 -3.33657 -5.27045
H15 2.22750 -4.78194 -4.35563
H16 2.89601 -3.22147 -3.89217
H17 -1.66963 2.17033 -3.34177
H18 -1.30269 2.94872 3.06231
H19 2.59478 -1.90449 4.45844
H20 -0.21831 2.11807 6.55350
H21 -1.31152 2.66024 5.30589
H22 1.63169 3.49698 5.56133
H23 0.23344 4.49794 5.95725
H24 0.55222 4.03793 4.28191
H25 1.66376 -1.07315 6.42803
H26 1.16241 0.47988 7.04184
H27 3.72484 0.02243 5.40744
H28 3.65311 0.22093 7.15967
H29 3.21101 1.55757 6.09534
H30 -3.63846 5.42039 -2.31038
H31 -3.23911 4.15847 -3.44933
H32 -1.20509 6.14988 -2.29736
H33 -1.88384 6.19729 -3.92278
H34 -0.83113 4.86551 -3.44070
H35 -2.90774 4.79726 1.92603
H36 -3.78661 5.51014 0.60755
H37 -0.86896 6.10289 1.33243
H38 -2.24791 7.18747 1.38653
H39 -1.61876 6.64659 -0.16384
H40 -2.11108 0.60422 -4.83187
H41 -1.16814 -0.49776 -5.80073
H42 -0.15737 2.28817 -4.98509
H43 -0.85088 1.88697 -6.55535
H44 0.66265 1.15180 -6.04645
C37 3.16685 0.40199 -3.02818
C38 1.85286 -0.27302 -2.80427
C39 0.99414 -0.84845 -3.92184
C40 -0.95961 -1.41496 -3.02297
C41 -2.00416 -2.33710 -3.58904
N5 -1.36532 -0.50876 -1.94674
N6 0.89313 0.46408 -1.88382
B1 -2.67905 -0.60301 -1.17816
N7 -3.03424 0.80655 -0.43626
N8 -2.34607 0.90239 0.82248
C42 -1.19422 3.08658 0.07235
C43 0.13658 3.81514 0.22164
C44 -3.59905 3.19088 -0.57601
C45 -3.79327 1.75567 -0.85984
C46 -4.78257 1.49651 -1.95674
N9 -2.59314 -1.76021 -0.12825
N10 -1.57499 -1.91640 0.77766
C47 -1.84492 -2.99330 1.50589
C48 -0.91263 -3.45051 2.57874
C49 -3.05782 -3.54923 1.09889
C50 -3.50130 -2.73952 0.07125
C51 -4.75350 -2.86872 -0.73095
H45 3.86140 -0.27496 -3.52921
H46 3.03766 1.28347 -3.66002
H47 3.60407 0.72023 -2.08142
H48 1.44903 -1.00644 -4.89785
H49 -1.68750 -2.75585 -4.54482
H50 -2.21998 -3.17025 -2.91547
H51 -2.93054 -1.78820 -3.75914
H52 -3.63547 -0.83814 -1.86381
H53 0.94535 3.11663 -0.00359
H54 0.20311 4.64733 -0.48035
H55 0.28217 4.19732 1.23259
H56 -4.51401 3.77113 -0.62070
H57 -5.56850 2.24858 -1.90451
H58 -4.29635 1.59161 -2.93213
H59 -5.21246 0.50287 -1.88936
H60 -0.59458 -2.61513 3.20391
H61 -1.39395 -4.18903 3.21727
H62 -0.01767 -3.91149 2.15393
H63 -3.55088 -4.41928 1.49733
H64 -5.35818 -3.68031 -0.33044
H65 -5.34856 -1.95688 -0.69880
H66 -4.53893 -3.08567 -1.77800

Output
Orbital gap (alpha / beta)   5.6476 / 6.3696 eV
E_HOMO (alpha / beta)   -8.895 / -9.736 eV
Energy relative to the best compared isomer or geometry (same formula, charge and spin)   0.0 kcal per mole
Multiplicity   4
Charge   +1



Looking at electronic energy for the records above, in order, we have -22167.5140; -71655.5163 eV.